(1)
A 7-piece molecular cluster, C56H91IN4O11 overall in a non-equilibrium geometry, computed with ωB97M-V with the def2-TZVPD basis set.

Geometry (Å):
C  -6.0863  -4.3646  4.4612
O  -4.9368  -5.1258  4.7339
C  -3.7713  -4.2871  4.7047
C  -2.5471  -5.2131  4.5968
C  -1.4092  -4.8964  5.6066
C  -1.0843  -3.3821  5.7183
C  0.4223  -3.2238  6.0468
C  0.7183  -1.8666  6.7627
C  0.8003  -0.7793  5.6600
C  2.2243  -0.5878  5.1045
C  2.4918  0.7929  4.4709
C  1.9953  0.9213  3.0217
C  0.4540  1.1681  2.9947
C  -0.0373  1.4078  1.5852
C  -0.4581  2.6484  1.1286
I  -0.4210  4.2766  2.5179
C  -0.9182  2.8761  -0.1762
N  -1.3683  4.1322  -0.7625
C  -2.6075  4.6626  -0.2640
C  -3.4996  3.9038  0.7173
O  -3.0195  5.7292  -0.6580
C  -0.3137  5.1208  -0.8699
C  0.7372  4.8253  -1.9521
O  -0.2297  6.1346  -0.2245
C  -0.9173  1.7834  -1.0635
C  -1.3696  2.0418  -2.5141
C  -2.9565  1.9235  -2.6749
N  -3.4626  3.2651  -2.9837
N  -3.1868  0.9657  -3.7806
N  -3.5103  1.4020  -1.4325
C  -0.5154  0.5244  -0.6430
C  -0.0930  0.3546  0.6827
C  0.3014  -1.0522  1.0886
O  0.2748  -1.4454  2.2468
C  0.7099  -2.0584  0.0510
C  1.4401  -3.1649  0.3602
C  1.7725  -4.1037  -0.5949
C  1.3716  -3.9490  -1.9113
C  0.6198  -2.7953  -2.2308
C  0.3015  -1.8847  -1.2635
C  -0.5398  -0.6666  -1.5669
O  -1.2472  -0.7163  -2.5596
H  -6.1886  -3.5239  5.1696
H  -6.9825  -4.9846  4.5909
H  -6.1168  -3.9939  3.4226
H  -3.7742  -3.6790  5.6217
H  -3.8561  -3.6690  3.7970
H  -2.9063  -6.2315  4.8023
H  -2.1903  -5.2476  3.5600
H  -1.6489  -5.3147  6.5917
H  -0.4898  -5.3765  5.2478
H  -1.3059  -2.8807  4.7656
H  -1.7061  -2.9010  6.4850
H  0.7783  -4.0768  6.6386
H  0.9589  -3.2038  5.0876
H  1.6544  -1.9354  7.3289
H  -0.1371  -1.6791  7.4216
H  0.3508  0.1566  6.0222
H  0.1644  -1.1324  4.8362
H  2.9084  -0.6828  5.9644
H  2.5071  -1.3936  4.4134
H  3.5801  0.9579  4.4957
H  2.0712  1.5824  5.1068
H  2.4258  1.8540  2.6224
H  2.2661  0.0713  2.3905
H  0.2725  2.0083  3.6677
H  -0.0955  0.3238  3.4122
H  -2.9611  3.3485  1.4870
H  -4.1944  3.2639  0.1709
H  -4.1065  4.6533  1.2342
H  1.1290  3.8075  -1.8633
H  1.4971  5.6043  -1.8918
H  0.2188  4.9434  -2.9146
H  -0.8568  1.3832  -3.2153
H  -1.0583  3.0636  -2.7472
H  -3.1871  3.5244  -3.9247
H  -4.4792  3.1755  -3.0159
H  -3.0191  1.4363  -4.6636
H  -4.1676  0.6969  -3.7269
H  -4.4412  1.8076  -1.3419
H  -3.6717  0.4062  -1.5720
H  1.7640  -3.3722  1.3788
H  2.3344  -5.0000  -0.3437
H  1.6059  -4.6802  -2.6772
H  0.2823  -2.6030  -3.2458
C  -1.6890  10.7910  1.0167
C  -1.7115  9.6004  0.0699
C  -2.2279  8.4862  0.9680
O  -3.0861  9.1194  1.9339
C  -2.9247  10.5360  1.8646
H  -1.7129  11.7563  0.5113
H  -0.7916  10.7544  1.6400
H  -2.4217  9.7870  -0.7402
H  -0.7428  9.3707  -0.3719
H  -1.4032  8.0027  1.5027
H  -2.7801  7.7137  0.4386
H  -3.8220  10.9589  1.3981
H  -2.8342  10.9428  2.8735
C  3.8105  -2.4502  -5.7591
C  3.8058  -3.6183  -6.7393
C  3.3180  -4.7681  -5.8597
O  2.4494  -4.1795  -4.8774
C  2.5967  -2.7737  -4.9142
H  3.7572  -1.4712  -6.2313
H  4.7142  -2.4806  -5.1459
H  3.0819  -3.4287  -7.5375
H  4.7749  -3.8118  -7.1971
H  4.1477  -5.2540  -5.3361
H  2.7725  -5.5273  -6.4223
H  1.6871  -2.3600  -5.3709
H  2.6791  -2.3965  -3.8945
C  0.5643  -7.3989  0.9391
C  -0.2541  -8.5708  1.4590
C  -0.0281  -8.4665  2.9595
O  0.1604  -7.0771  3.2531
C  0.3441  -6.3598  2.0267
H  0.2599  -7.0513  -0.0478
H  1.6213  -7.6756  0.8929
H  -1.3112  -8.4175  1.2279
H  0.0470  -9.5343  1.0498
H  0.8767  -9.0035  3.2640
H  -0.8698  -8.8486  3.5387
H  -0.5621  -5.7734  1.8376
H  1.1859  -5.6733  2.1298
C  -0.6392  -3.7143  -7.9999
C  -1.1291  -2.4100  -8.6137
C  0.1262  -1.9025  -9.3079
O  0.8736  -3.0583  -9.7004
C  0.3217  -4.2164  -9.0662
H  -1.4354  -4.4235  -7.7778
H  -0.0968  -3.5090  -7.0725
H  -1.9084  -2.6159  -9.3517
H  -1.5278  -1.7035  -7.8865
H  0.7471  -1.3122  -8.6242
H  -0.0938  -1.2959  -10.1874
H  -0.2016  -4.8034  -9.8287
H  1.1275  -4.8248  -8.6519
C  0.1099  4.9447  6.4891
C  1.0853  3.7921  6.3616
C  1.0894  3.2221  7.7713
O  -0.2124  3.4719  8.3139
C  -0.9166  4.3814  7.4594
H  -0.3272  5.2548  5.5409
H  0.6113  5.8085  6.9332
H  0.6923  3.0518  5.6602
H  2.0766  4.0913  6.0213
H  1.8248  3.7316  8.4034
H  1.2962  2.1503  7.7944
H  -1.6932  3.8171  6.9313
H  -1.3978  5.1528  8.0614
C  4.5009  2.7691  -6.5889
C  4.3797  2.9071  -5.0780
C  4.3553  1.4528  -4.6341
O  5.1360  0.7191  -5.5843
C  5.4039  1.5523  -6.7184
H  4.9059  3.6525  -7.0808
H  3.5204  2.5564  -7.0227
H  5.2656  3.4063  -4.6779
H  3.5008  3.4647  -4.7556
H  3.3357  1.0496  -4.6483
H  4.7704  1.3100  -3.6356
H  6.4608  1.8372  -6.6873
H  5.2235  0.9890  -7.6351

frontier orbital gap	0.2886	Eh
lowest unoccupied orbital energy	-0.037	hartree
structure (SMILES)	COCCCCCCCCCCCc1c(I)c(N(C(C)=O)C(C)=O)c(CC(N)(N)N)c2c1C(=O)c1ccccc1C2=O.C1CCOC1.C1CCOC1.C1CCOC1.C1CCOC1.C1CCOC1.C1CCOC1
energy relative to the best compared isomer or geometry (same formula, charge and spin)	0.0	kJ/mol

(2)
A 9-piece molecular cluster, C56H98BrN3O14S overall in a non-equilibrium geometry, computed with ωB97M-V with the def2-TZVPD basis set.

Geometry (Å):
H  1.5111  -3.2945  -10.4274
N  1.8483  -2.5448  -9.7934
C  0.9608  -2.4830  -8.8073
C  1.0786  -1.4715  -7.6014
C  1.5803  -2.0921  -6.1703
C  2.8994  -2.8933  -6.4565
Br  4.3145  -1.9154  -7.5189
C  3.6322  -3.7323  -5.3112
C  4.4571  -2.9341  -4.2149
C  1.5439  -0.8293  -5.1735
C  2.6322  0.3425  -5.4624
C  3.9320  0.3753  -4.5608
O  5.0785  0.0594  -4.9584
O  3.8185  0.9596  -3.2681
C  4.7333  0.5003  -2.2969
C  5.1693  1.5973  -1.1816
O  5.1950  -0.6430  -2.1341
C  1.2334  -1.0500  -3.6150
C  0.3628  0.2525  -3.1668
C  0.9254  1.3344  -2.1725
C  -0.0670  2.4821  -1.9082
C  -1.4715  2.6046  -2.5166
N  -1.9674  1.5855  -3.3653
C  -1.0861  0.5202  -3.6343
C  0.5305  -2.4092  -3.1426
C  -0.3282  -2.2977  -1.7824
C  0.4407  -2.1673  -0.4092
C  1.9027  -1.5591  -0.3583
N  1.5948  -3.4020  -2.9500
C  1.2784  -4.5769  -2.4860
C  2.3287  -5.1997  -1.4113
C  0.0574  -5.5336  -2.8351
O  -0.4923  -2.7458  -4.1435
S  0.1218  -3.1715  -5.6247
O  0.5910  -4.5903  -5.7733
O  -1.0779  -3.0366  -6.5564
H  0.1016  -3.2456  -8.8632
H  1.7732  -0.6275  -7.9693
H  0.0486  -0.9553  -7.4986
H  2.6217  -3.7509  -7.1891
H  2.9657  -4.5364  -4.8178
H  4.4188  -4.3686  -5.8809
H  5.4014  -2.5049  -4.6802
H  4.8194  -3.7093  -3.4339
H  3.8163  -2.1971  -3.6390
H  0.5684  -0.2991  -5.5360
H  2.0866  1.3403  -5.2329
H  2.9565  0.4300  -6.5438
H  5.6267  1.0302  -0.2934
H  4.1643  2.0081  -0.7807
H  5.8431  2.4107  -1.6025
H  2.1909  -0.9518  -2.9832
H  1.9435  1.2603  -1.6855
H  0.2729  3.3165  -1.1978
H  -2.1036  3.5320  -2.2669
H  -1.5064  -0.2972  -4.3334
H  -0.9676  -3.2635  -1.7251
H  -1.1455  -1.4803  -1.8221
H  0.4845  -3.2164  0.0801
H  -0.2174  -1.5493  0.3145
H  2.3612  -1.8601  0.6630
H  1.8176  -0.4088  -0.2887
H  2.6485  -1.9150  -1.1389
H  3.0983  -4.4122  -1.0750
H  2.9087  -6.0188  -1.9863
H  1.8054  -5.7169  -0.5428
H  -0.9287  -5.0034  -3.0476
H  -0.1258  -6.1937  -1.9019
H  0.2908  -6.2831  -3.6822
C  -4.4236  2.2253  1.5989
C  -4.6012  0.9629  0.7876
C  -3.1797  0.4429  0.6983
O  -2.5077  0.8632  1.8935
C  -3.3294  1.8269  2.5694
H  -5.3351  2.5575  2.0982
H  -4.0719  3.0361  0.9515
H  -5.2254  0.2526  1.3398
H  -5.0567  1.1292  -0.1902
H  -2.6494  0.8795  -0.1556
H  -3.1359  -0.6463  0.6157
H  -3.7458  1.3456  3.4609
H  -2.7191  2.6744  2.8850
C  -10.0637  2.1204  0.6421
C  -9.9440  0.7242  1.2113
C  -8.4428  0.5598  1.3333
O  -7.9001  1.8662  1.5750
C  -8.9257  2.8420  1.3355
H  -11.0344  2.5862  0.8201
H  -9.8880  2.0968  -0.4386
H  -10.4058  0.6880  2.2043
H  -10.4069  -0.0440  0.5918
H  -8.0073  0.1827  0.4018
H  -8.1592  -0.1121  2.1471
H  -9.2414  3.2409  2.3060
H  -8.5223  3.6605  0.7378
C  9.2526  0.4829  -0.5062
C  10.4233  0.9625  -1.3349
C  10.4555  2.4427  -1.0076
O  9.9610  2.5823  0.3315
C  9.3767  1.3375  0.7392
H  9.2747  -0.5869  -0.2923
H  8.3141  0.7098  -1.0234
H  11.3444  0.4828  -0.9879
H  10.3169  0.7643  -2.4028
H  9.7940  3.0112  -1.6703
H  11.4609  2.8652  -1.0736
H  10.0486  0.8759  1.4714
H  8.4128  1.5230  1.2192
C  -2.9871  5.0378  7.0340
C  -2.8238  3.6627  7.6420
C  -3.1988  2.7595  6.4835
O  -2.8309  3.4508  5.2822
C  -2.5165  4.8107  5.6110
H  -2.4228  5.8165  7.5500
H  -4.0447  5.3219  7.0373
H  -1.7765  3.5012  7.9179
H  -3.4393  3.4974  8.5279
H  -4.2792  2.5823  6.4508
H  -2.6888  1.7942  6.5222
H  -1.4310  4.9331  5.5278
H  -2.9985  5.4824  4.8970
C  -10.4520  -4.1451  2.1508
C  -9.0952  -4.4813  1.5732
C  -8.9899  -3.4988  0.4236
O  -9.7340  -2.3330  0.8041
C  -10.5058  -2.6407  1.9733
H  -10.5768  -4.4560  3.1895
H  -11.2376  -4.6204  1.5542
H  -8.3154  -4.2750  2.3137
H  -8.9975  -5.5208  1.2556
H  -9.4431  -3.9030  -0.4878
H  -7.9568  -3.2191  0.2042
H  -10.0464  -2.1242  2.8235
H  -11.5252  -2.2684  1.8493
C  3.2003  -3.7667  4.5997
C  4.5540  -4.1075  4.0188
C  4.6552  -3.1326  2.8623
O  3.9135  -1.9632  3.2380
C  3.1465  -2.2638  4.4126
H  3.0797  -4.0707  5.6409
H  2.4118  -4.2454  4.0095
H  5.3372  -3.8970  4.7545
H  4.6494  -5.1492  3.7077
H  4.1974  -3.5428  1.9554
H  5.6877  -2.8559  2.6366
H  3.6096  -1.7423  5.2573
H  2.1267  -1.8922  4.2904
C  12.1206  1.0941  4.6580
C  12.2835  -0.2780  5.2738
C  11.9364  -1.1883  4.1118
O  12.3207  -0.4980  2.9153
C  12.6186  0.8657  3.2449
H  12.6694  1.8790  5.1813
H  11.0609  1.3701  4.6411
H  13.3268  -0.4304  5.5692
H  11.6533  -0.4451  6.1491
H  10.8581  -1.3739  4.0603
H  12.4530  -2.1496  4.1630
H  13.7044  0.9960  3.1809
H  12.1444  1.5314  2.5199
C  -8.8931  8.0682  0.7827
C  -9.6087  7.8001  2.0877
C  -10.4360  6.5761  1.7477
O  -9.7042  5.8424  0.7564
C  -8.6336  6.6648  0.2719
H  -7.9805  8.6561  0.8946
H  -9.5603  8.5988  0.0955
H  -8.8796  7.5538  2.8666
H  -10.2126  8.6386  2.4386
H  -11.4011  6.8567  1.3125
H  -10.6178  5.9385  2.6162
H  -7.6957  6.2640  0.6722
H  -8.5964  6.6149  -0.8185

frontier orbital gap	0.3372	Eh
lowest unoccupied orbital energy	0.009	hartree
structure (SMILES)	[H]/N=C/C[C@@]1([C@@H](Br)CC)[C@H](CC(=O)OC(C)=O)[C@@H](c2cccnc2)[C@](CCC)(N=C(C)C)OS1(=O)=O.C1CCOC1.C1CCOC1.C1CCOC1.C1CCOC1.C1CCOC1.C1CCOC1.C1CCOC1.C1CCOC1

Record-wise E_HOMO values, in eV: -8.85; -8.94
Record-wise DFT total energy values, in eV: -96128.81909; -173661.81430